(1)
20
Properties=species:S:1:pos:R:3:forces:R:3 method="wB97M-V/def2-TZVPD" orbital_gap_ev=8.12 lumo_ev=0.363 relative_energy_kj_mol=718.08 homo_energy_ev=-7.753 fmax_ev_per_a=4.106 total_charge=0
C -1.086 -0.468 -1.325 2.0802 0.6628 1.6087
C 0.536 2.109 -0.296 3.2772 0.4279 -0.1805
C -1.720 1.175 0.724 0.1852 0.6349 2.3551
C 0.280 -0.672 0.120 -3.2570 1.5688 -1.9460
C 1.591 -0.946 -0.535 -1.0228 -0.6901 -0.6165
C -0.101 -1.737 1.144 1.2437 0.7897 -2.8562
N 1.739 2.060 -0.718 -1.2330 -1.0659 0.5480
S -0.039 0.933 0.973 0.0281 0.3465 -1.5311
S -2.494 0.183 -0.457 0.7060 -2.5356 1.8370
H -0.716 0.524 -1.772 -0.2078 -1.2399 0.2042
H -0.142 2.932 -0.459 -0.8160 -0.1188 -0.2685
H -2.047 1.380 1.764 -0.9752 -0.1611 -1.0334
H 2.176 -1.383 0.258 0.8776 -0.4739 -0.2768
H 2.111 -0.156 -1.056 -0.1298 0.3158 0.2501
H 1.224 -1.649 -1.317 0.9470 -0.1509 0.5241
H 0.595 -1.697 1.919 1.6352 -0.6500 1.1735
H -0.197 -2.651 0.594 0.1722 -0.7794 0.1334
H -0.968 -1.497 1.606 -3.2209 0.6143 1.2157
H 2.046 2.643 -1.488 -0.5135 0.6513 0.2211
H -2.791 -1.083 0.321 0.2237 1.8536 -1.3620

---

(2)
172
Properties=species:S:1:pos:R:3:forces:R:3 method="wB97M-V/def2-TZVPD" orbital_gap_ev=5.37 lumo_ev=3.723 homo_energy_ev=-1.647 fmax_ev_per_a=1.529 total_charge=-2
Sn 0.665 -0.787 -0.471 -0.1972 -0.4722 0.5326
C -1.844 -7.196 2.674 0.1186 -0.1399 -0.0616
C -0.751 -7.655 1.698 0.0062 -0.0779 0.1153
C 0.455 -8.128 2.516 -0.1766 0.1123 -0.1436
C -1.259 -8.853 0.881 0.0603 0.2108 0.1041
C -0.424 -6.460 0.809 0.0733 -0.0124 0.0096
C 0.739 -5.718 0.919 -0.1127 -0.2462 -0.0370
C 0.944 -4.546 0.211 -0.0143 0.1428 -0.1420
C 2.228 -3.852 0.600 0.1005 -0.1101 0.3715
N 2.880 -2.822 -0.198 -0.0492 -0.1940 -0.1893
C 4.137 -2.529 0.463 0.2386 0.2782 0.2048
C 3.983 -1.415 1.494 -0.1041 -0.2712 -0.1151
N 3.200 -0.299 1.017 0.2696 0.0894 0.2263
C 3.876 0.514 0.017 -0.0974 0.1348 -0.1996
C 4.205 -0.082 -1.357 0.2156 0.1602 0.3852
N 3.078 -0.591 -2.135 0.3391 -0.0612 -0.2330
C 3.294 -1.964 -2.582 0.1607 -0.1778 -0.0683
C 3.042 -3.151 -1.594 -0.0234 -0.1885 -0.2914
C 2.780 0.292 -3.289 -0.1154 0.3059 -0.1128
C 1.526 1.145 -3.332 0.1231 -0.0331 -0.1192
C 0.596 0.882 -4.317 -0.0947 -0.0056 -0.0059
C -0.403 1.782 -4.672 -0.2333 0.0420 -0.0463
C -0.385 3.010 -4.019 -0.0334 -0.2450 -0.0975
C 0.542 3.355 -3.051 0.1227 0.1729 0.1779
C 1.486 2.374 -2.583 -0.1807 -0.1302 -0.4288
O 2.293 2.557 -1.623 0.3208 -0.1611 0.0224
C 0.517 4.790 -2.505 0.0291 0.1816 0.0761
C -0.021 5.779 -3.556 0.0694 -0.1919 0.1405
C 1.921 5.287 -2.131 0.0177 -0.1644 0.1051
C -0.394 4.849 -1.271 0.0885 -0.1592 -0.1197
C -1.346 1.465 -5.830 -0.0164 -0.0775 -0.1978
C -2.126 0.172 -5.559 0.0803 0.1373 -0.0637
C -2.369 2.572 -6.104 0.2099 -0.1565 0.0562
C -0.503 1.301 -7.109 -0.1224 0.0033 0.0731
C 2.851 0.557 2.150 0.2101 0.0843 0.0821
C 1.530 0.445 2.899 0.0922 -0.0126 -0.0956
C 1.337 1.505 3.768 -0.1300 -0.0760 0.0888
C 0.166 1.690 4.482 0.0068 0.0158 0.0882
C -0.789 0.691 4.357 0.0508 0.2565 0.1165
C -0.646 -0.411 3.528 0.0164 -0.0930 -0.1192
C 0.506 -0.509 2.693 -0.0846 0.5084 0.4665
O 0.619 -1.418 1.774 0.0087 -0.6232 -1.3288
C -1.840 -1.369 3.442 -0.1896 -0.1128 0.0527
C -2.459 -1.603 4.836 0.1078 0.0948 -0.1817
C -2.894 -0.722 2.534 0.2004 -0.1393 0.0148
C -1.493 -2.753 2.883 -0.0208 0.0562 -0.1184
C -0.050 2.988 5.255 -0.0576 0.1005 0.1343
C -1.368 3.000 6.037 0.2505 -0.0660 -0.1114
C 1.106 3.210 6.244 -0.2049 -0.0276 -0.1174
C -0.100 4.155 4.257 0.0380 -0.0744 0.1578
C -0.050 -4.030 -0.657 0.0482 -0.6644 0.3468
O 0.110 -2.899 -1.266 0.2769 1.5017 0.0686
C -1.207 -4.839 -0.855 -0.0833 0.0476 -0.0035
C -1.367 -5.984 -0.092 0.1492 -0.1461 0.0697
C -2.367 -4.487 -1.794 -0.1435 0.0055 -0.1832
C -2.100 -3.318 -2.746 -0.0020 0.0378 0.1231
C -2.691 -5.707 -2.681 0.0128 0.1493 0.1798
C -3.586 -4.126 -0.928 0.1503 -0.0831 -0.1651
H -2.121 -7.997 3.361 -0.0599 -0.1004 0.1104
H -2.726 -6.877 2.127 -0.1698 0.0362 -0.0313
H -1.483 -6.342 3.244 -0.0123 0.0905 0.1066
H 0.191 -9.008 3.104 -0.0580 -0.0412 0.0363
H 0.780 -7.349 3.201 0.1170 0.0654 0.1015
H 1.286 -8.391 1.864 0.1337 -0.0212 -0.0501
H -1.547 -9.670 1.544 -0.0268 -0.0866 0.0919
H -0.484 -9.214 0.209 0.0884 -0.0235 -0.1069
H -2.127 -8.585 0.286 -0.1266 0.0007 -0.1178
H 1.522 -6.038 1.597 0.0645 -0.0011 0.0227
H 2.966 -4.669 0.773 -0.1687 0.1591 0.0129
H 2.030 -3.375 1.564 0.0878 -0.0437 0.0839
H 4.885 -2.262 -0.279 -0.0583 -0.0816 0.0555
H 4.539 -3.421 0.990 -0.1097 0.1383 -0.1974
H 4.998 -1.087 1.818 -0.1549 -0.0281 0.0409
H 3.467 -1.824 2.365 0.0206 0.0489 0.0636
H 4.842 0.903 0.422 -0.0957 0.0170 -0.0202
H 3.218 1.357 -0.212 0.1990 -0.0130 0.0899
H 4.986 -0.847 -1.297 -0.0585 0.1666 -0.0691
H 4.659 0.771 -1.884 -0.0567 -0.1870 0.0633
H 4.320 -2.062 -2.997 -0.1580 -0.0047 0.0253
H 2.602 -2.134 -3.409 0.0970 -0.0395 0.0269
H 3.856 -3.893 -1.740 -0.1089 0.0739 0.0090
H 2.107 -3.614 -1.899 0.0826 -0.0672 -0.0282
H 2.769 -0.319 -4.199 -0.0212 -0.0139 0.0703
H 3.621 0.992 -3.404 -0.1098 -0.0846 0.0107
H 0.680 -0.054 -4.860 0.0517 -0.1123 -0.0514
H -1.129 3.744 -4.290 -0.0503 0.1031 -0.0945
H 0.434 5.571 -4.523 -0.0341 0.0465 -0.1585
H 0.239 6.799 -3.270 -0.0570 0.0848 0.0978
H -1.105 5.715 -3.641 -0.1142 0.0562 -0.1478
H 2.544 5.386 -3.022 0.0449 0.0037 -0.1251
H 2.396 4.573 -1.465 0.0871 0.1281 -0.0513
H 1.864 6.265 -1.644 -0.1026 0.1378 -0.0136
H -1.385 4.468 -1.510 -0.1797 0.0447 -0.1182
H -0.484 5.875 -0.898 0.0034 0.0652 0.0604
H 0.013 4.221 -0.487 -0.0971 0.1044 0.0325
H -2.790 0.310 -4.709 -0.0807 -0.0327 0.1348
H -1.456 -0.649 -5.322 0.0808 -0.1481 0.0267
H -2.727 -0.105 -6.428 -0.0530 -0.0428 -0.0622
H -3.009 2.726 -5.241 -0.1511 0.1009 0.2092
H -3.004 2.291 -6.945 -0.0468 -0.0765 -0.0753
H -1.881 3.510 -6.353 0.0623 0.1893 -0.0116
H 0.209 0.487 -7.002 0.1030 -0.0959 -0.0023
H 0.057 2.216 -7.302 0.0607 0.0582 -0.0159
H -1.133 1.092 -7.977 -0.0974 -0.0407 -0.0709
H 2.839 1.583 1.778 0.1259 -0.1443 0.0304
H 3.665 0.509 2.903 -0.0428 -0.0001 -0.0806
H 2.132 2.239 3.836 0.0248 0.1362 -0.0572
H -1.716 0.800 4.894 -0.1086 0.0012 0.1037
H -2.945 -0.711 5.226 -0.0160 0.0723 0.0919
H -1.692 -1.919 5.543 0.0302 -0.0413 0.1064
H -3.222 -2.380 4.776 -0.0323 -0.0781 -0.0500
H -3.203 0.246 2.927 -0.0300 0.1044 0.0276
H -3.771 -1.366 2.460 -0.1673 -0.1001 -0.0622
H -2.477 -0.576 1.539 -0.1065 0.0504 -0.0747
H -0.684 -3.206 3.451 0.1425 -0.1192 0.0517
H -1.176 -2.693 1.849 0.0206 -0.0864 -0.0456
H -2.367 -3.404 2.940 -0.1382 -0.0447 0.0876
H -1.395 2.200 6.774 -0.0586 -0.1176 0.1044
H -2.212 2.885 5.361 -0.1253 -0.0376 -0.0224
H -1.484 3.952 6.557 0.0264 0.0776 0.0439
H 1.149 2.392 6.962 0.0327 -0.0842 0.0692
H 0.977 4.146 6.789 -0.0255 0.1093 0.0441
H 2.056 3.250 5.719 0.1619 0.0233 -0.0216
H -0.995 4.074 3.644 -0.1170 -0.0004 -0.1467
H 0.752 4.143 3.586 0.1551 -0.0003 -0.0814
H -0.120 5.112 4.781 -0.0370 0.1314 0.0806
H -2.288 -6.543 -0.178 -0.1557 0.0042 -0.1218
H -1.224 -3.517 -3.360 0.0934 0.0393 -0.0871
H -1.923 -2.396 -2.203 -0.0323 0.0508 -0.0763
H -2.962 -3.181 -3.402 -0.1143 -0.0574 -0.0465
H -1.810 -5.977 -3.263 0.0665 -0.0554 -0.0725
H -3.499 -5.471 -3.374 -0.0859 0.0757 -0.0496
H -2.992 -6.575 -2.099 -0.0283 -0.1164 0.0358
H -3.319 -3.294 -0.279 -0.0559 0.1048 0.1088
H -3.894 -4.970 -0.310 -0.0270 -0.0287 0.0952
H -4.429 -3.832 -1.555 -0.0863 0.0457 -0.0752
C 2.717 8.238 2.438 0.1748 -0.2161 -0.1272
C 3.289 7.017 1.725 0.1794 0.1665 0.0582
N 2.492 5.844 2.042 -0.0625 -0.0086 0.1348
C 2.891 4.561 1.708 -0.3997 -0.3728 -0.3279
S 1.865 3.538 0.934 0.1879 0.3329 0.4953
N 4.177 4.185 2.023 -0.0649 -0.0063 -0.0400
C 4.821 4.533 3.276 0.2638 0.2489 0.1777
C 5.129 3.301 4.125 -0.1346 0.2374 -0.1987
H 3.373 9.093 2.299 0.0244 0.1491 -0.0239
H 2.610 8.042 3.502 0.0254 -0.0223 0.1175
H 1.736 8.491 2.043 -0.1362 0.0362 -0.0489
H 4.317 6.845 2.047 -0.0135 -0.0085 -0.0209
H 3.312 7.199 0.640 0.0486 -0.0768 0.0928
H 1.527 5.954 1.749 0.0942 -0.0683 0.0824
H 4.355 3.237 1.715 -0.0576 0.0951 -0.0571
H 4.157 5.205 3.826 0.0770 0.0269 -0.0441
H 5.761 5.069 3.064 -0.1790 0.0144 0.1622
H 4.218 2.736 4.312 0.0136 -0.0753 0.0278
H 5.559 3.598 5.081 0.0544 0.0045 0.0450
H 5.842 2.660 3.610 0.0168 -0.1304 -0.0007
F -8.950 -0.080 -3.025 0.2006 -0.1210 0.3700
C -7.906 0.480 -3.678 -0.6069 -0.0274 -0.5103
F -7.850 -0.196 -4.859 0.2739 -0.0733 0.0466
F -8.330 1.716 -4.020 0.2781 0.2709 0.1431
C -6.619 0.456 -2.931 0.1517 -0.0007 0.1537
C -5.649 1.435 -3.162 -0.4869 -0.1975 -0.1323
C -4.406 1.331 -2.580 0.1440 -0.0610 0.1481
C -4.086 0.247 -1.745 -0.6363 0.0445 -0.3535
C -5.097 -0.689 -1.471 0.2194 0.0234 0.0385
C -6.335 -0.599 -2.062 -0.3194 0.2527 -0.3101
C -2.789 0.059 -1.234 0.8511 0.0185 0.4292
C -1.667 -0.151 -0.786 -0.2634 -0.2592 0.0660
H -5.885 2.265 -3.814 0.0621 0.0341 -0.0384
H -3.651 2.078 -2.776 0.1242 0.0260 -0.0114
H -4.875 -1.507 -0.805 0.0639 -0.0943 0.0672
H -7.093 -1.346 -1.866 0.0000 -0.0454 0.0222

---

(3)
110
Properties=species:S:1:pos:R:3:forces:R:3 method="wB97M-V/def2-TZVPD" orbital_gap_ev="5.58 / 7.19" lumo_ev="0.705 / -0.458" s2=2.009 homo_energy_ev="-4.879 / -7.649" fmax_ev_per_a=0.422 spin_multiplicity=3 total_charge=0
Pd 0.001 -0.503 0.464 0.1223 0.2976 0.2733
C 3.407 -2.682 -0.600 -0.0038 -0.0056 -0.0018
C 3.119 -1.406 -1.389 0.0406 0.0095 0.0249
C 2.108 -1.660 -2.502 -0.0649 -0.0044 -0.0131
P 2.535 -0.089 -0.228 -0.1210 0.0275 -0.0547
C 4.065 0.269 0.791 -0.0074 -0.0555 0.0337
C 3.945 1.629 1.474 -0.0040 0.0012 0.0162
C 5.406 0.184 0.065 0.0101 -0.0192 0.0024
C 2.400 1.384 -1.328 0.0271 -0.0342 0.0176
C 3.341 1.622 -2.328 0.0166 -0.0024 -0.0098
C 3.213 2.703 -3.187 -0.0075 0.0111 -0.0018
C 2.130 3.558 -3.056 0.0347 0.0089 -0.0369
C 1.188 3.327 -2.066 -0.0095 0.0485 -0.0027
C 1.301 2.251 -1.184 -0.0397 0.0045 0.0469
Si 0.013 1.833 0.139 -0.0198 -0.0858 -0.0463
C 0.566 2.694 1.740 0.0100 -0.0157 -0.0257
C 0.975 4.027 1.796 -0.0091 0.0306 0.0031
C 1.379 4.607 2.987 0.0131 0.0151 0.0210
C 1.375 3.857 4.156 0.0092 0.0329 0.0037
C 0.981 2.531 4.123 -0.0007 -0.0331 0.0427
C 0.585 1.942 2.920 0.0509 -0.0533 -0.0250
P 0.196 0.166 2.742 -0.0642 -0.1728 -0.3035
C -1.437 -0.077 3.557 -0.0310 0.0426 -0.0365
C -1.661 0.561 4.926 0.0102 0.0092 -0.0033
C -1.830 -1.554 3.530 -0.0067 -0.0119 -0.0423
C 1.533 -0.742 3.663 0.0630 0.0548 -0.0072
C 1.713 -2.160 3.118 0.0115 -0.0207 -0.0270
C 1.436 -0.803 5.188 0.0168 0.0247 0.0090
C -1.677 2.574 -0.293 0.0399 -0.0198 0.0625
C -1.890 3.944 -0.461 0.0057 0.0318 -0.0165
C -3.112 4.448 -0.874 -0.0267 0.0066 -0.0067
C -4.158 3.573 -1.133 0.0066 0.0285 -0.0032
C -3.978 2.215 -0.942 -0.0036 -0.0079 0.0169
C -2.758 1.704 -0.495 -0.0302 -0.0656 -0.0475
P -2.539 -0.105 -0.213 -0.0101 0.0704 0.0606
C -4.161 -0.674 0.565 0.0216 -0.0529 -0.0156
C -4.644 0.294 1.650 0.0546 0.0151 -0.0040
C -5.337 -1.039 -0.345 0.0127 -0.0211 -0.0093
C -2.671 -0.688 -1.969 -0.0023 0.0139 0.0332
C -2.646 -2.208 -2.101 0.0105 -0.0396 0.0184
C -1.563 -0.070 -2.819 0.0615 -0.0167 -0.0013
H 3.753 -3.466 -1.277 0.0156 -0.0128 -0.0175
H 2.496 -3.036 -0.115 -0.0102 0.0007 0.0078
H 4.178 -2.534 0.158 0.0126 -0.0034 0.0382
H 4.049 -1.053 -1.844 -0.0330 -0.0055 0.0216
H 1.164 -2.022 -2.091 0.0241 -0.0049 -0.0029
H 2.499 -2.425 -3.177 0.0076 -0.0147 -0.0311
H 1.916 -0.759 -3.088 -0.0107 0.0072 -0.0083
H 4.044 -0.511 1.562 0.0015 0.0216 -0.0121
H 3.936 2.432 0.735 0.0004 0.0170 -0.0153
H 4.800 1.789 2.134 0.0139 0.0032 0.0172
H 3.039 1.722 2.068 -0.0669 0.0096 0.0345
H 5.480 0.947 -0.712 0.0141 0.0078 0.0009
H 5.587 -0.791 -0.384 -0.0011 -0.0067 -0.0148
H 6.212 0.370 0.779 0.0103 0.0082 0.0072
H 4.174 0.946 -2.464 0.0069 -0.0083 -0.0195
H 3.950 2.866 -3.963 0.0125 0.0052 -0.0119
H 2.015 4.397 -3.730 -0.0019 0.0074 -0.0120
H 0.338 3.994 -1.991 -0.0334 0.0125 -0.0036
H 1.005 4.617 0.887 0.0049 0.0226 -0.0374
H 1.704 5.639 3.006 0.0042 0.0154 0.0013
H 1.689 4.302 5.091 0.0065 0.0117 0.0158
H 0.993 1.960 5.040 -0.0109 0.0294 -0.0222
H -2.076 0.450 2.840 0.0697 -0.0355 0.0442
H -1.044 0.105 5.699 -0.0111 -0.0008 0.0034
H -2.705 0.424 5.216 -0.0256 0.0000 0.0024
H -1.460 1.632 4.911 0.0038 0.0065 -0.0009
H -1.290 -2.117 4.293 0.0224 -0.0268 0.0184
H -1.623 -2.010 2.558 -0.0014 0.0104 0.0213
H -2.896 -1.656 3.742 -0.0266 -0.0029 0.0148
H 2.423 -0.159 3.392 -0.0292 -0.0045 0.0082
H 0.908 -2.813 3.459 -0.0299 -0.0156 -0.0322
H 2.655 -2.572 3.488 0.0046 -0.0152 0.0217
H 1.714 -2.195 2.029 0.0080 0.0066 0.0140
H 0.565 -1.381 5.499 -0.0144 -0.0167 0.0038
H 1.389 0.172 5.668 -0.0070 -0.0367 0.0001
H 2.317 -1.318 5.577 0.0205 -0.0025 0.0064
H -1.082 4.639 -0.267 0.0325 0.0309 0.0089
H -3.246 5.513 -1.005 -0.0031 0.0272 0.0016
H -5.112 3.949 -1.480 -0.0172 0.0074 -0.0033
H -4.801 1.547 -1.156 -0.0279 -0.0164 0.0162
H -3.842 -1.597 1.064 0.0174 0.0146 -0.0206
H -5.211 1.114 1.211 -0.0154 0.0388 -0.0219
H -3.830 0.744 2.218 -0.0254 -0.0258 -0.0024
H -5.299 -0.227 2.350 -0.0235 -0.0082 0.0151
H -5.743 -0.171 -0.861 -0.0182 0.0226 -0.0140
H -6.144 -1.449 0.268 -0.0128 -0.0127 0.0132
H -5.083 -1.786 -1.093 -0.0131 0.0216 0.0056
H -3.636 -0.305 -2.323 0.0098 -0.0081 -0.0027
H -1.643 -2.586 -1.914 0.0460 -0.0191 0.0100
H -2.947 -2.489 -3.113 -0.0004 -0.0225 -0.0166
H -3.310 -2.714 -1.398 0.0207 -0.0063 -0.0037
H -0.578 -0.342 -2.426 -0.0743 0.0110 -0.0282
H -1.626 1.019 -2.852 0.0124 0.0133 0.0019
H -1.632 -0.448 -3.841 -0.0064 0.0058 -0.0351
C 1.143 -5.808 0.694 -0.0301 -0.0016 -0.0145
C -0.142 -5.252 0.064 0.0074 -0.0097 -0.0113
C -0.272 -5.770 -1.375 0.0027 0.0195 0.0196
C -1.354 -5.713 0.885 0.0232 0.0046 -0.0084
C -0.092 -3.781 0.052 -0.0682 -0.0651 0.0024
C -0.071 -2.563 0.046 0.0281 0.0085 0.0878
H 1.109 -6.899 0.730 -0.0001 -0.0271 -0.0024
H 1.264 -5.430 1.710 -0.0020 0.0078 0.0183
H 2.016 -5.508 0.114 0.0167 0.0078 -0.0143
H -0.305 -6.862 -1.384 -0.0020 -0.0441 -0.0032
H 0.575 -5.442 -1.978 0.0135 0.0049 -0.0047
H -1.184 -5.391 -1.838 -0.0136 0.0080 -0.0045
H -1.419 -6.803 0.890 -0.0028 -0.0401 0.0034
H -2.275 -5.310 0.464 -0.0142 0.0045 -0.0111
H -1.271 -5.365 1.916 0.0022 0.0111 0.0131

---

Summary of DFT total energy in hartree
-1086.069303, -3944.824154, -3079.614174
(order as listed above)